Below is the molecule C17H24N4O3S, with properties calculated with ωB97M-V with the def2-TZVPD basis set.

## Properties
E_HOMO: -8.006 eV
ΔE to the lowest compared entry with this formula, charge and spin: 2.779 eV
SMILES: Cc1occc1-c1nnc(SCC(=O)N2CCOCC2)n1CC(C)C
E_tot: -1505.11392 Ha
Frontier orbital gap: 8.5181 eV

Last column: Löwdin charge in e.
Positions of all 49 atoms, in Å:
C1 -5.0612 0.6008 -1.8550  -0.006
C2 -3.7894 0.6146 -2.6121  -0.255
O1 -3.8226 0.4730 -3.9463  0.062
C3 -2.5552 0.5246 -4.3958  -0.108
C4 -1.6865 0.6946 -3.3682  -0.013
C5 -2.4839 0.7549 -2.1854  -0.095
C6 -2.1159 0.9119 -0.8043  -0.219
N1 -2.9999 1.1156 0.1491  0.079
N2 -2.3654 1.1870 1.3171  0.041
C7 -1.0955 1.0210 1.0809  -0.631
S1 0.1515 0.9893 2.3014  0.986
C8 -0.5384 -0.3763 3.3090  -0.327
C9 -0.2259 -1.6824 2.6059  -0.528
O2 -1.0822 -2.2702 1.9733  0.061
N3 1.0440 -2.1432 2.6908  -0.063
C10 2.1938 -1.4841 3.2680  -0.130
C11 3.2028 -1.1715 2.1530  -0.188
O3 3.5672 -2.3300 1.4428  -0.126
C12 2.4397 -2.9617 0.8775  -0.175
C13 1.4181 -3.3364 1.9541  -0.104
N4 -0.8615 0.8414 -0.2546  0.016
C14 0.4187 0.6249 -0.8637  -0.142
C15 1.0361 1.9149 -1.4281  -0.406
C16 1.3402 2.9077 -0.3104  -0.073
C17 2.3053 1.5673 -2.2012  -0.067
H1 -5.8333 0.1087 -2.4407  0.085
H2 -4.9136 0.0963 -0.9039  0.075
H3 -5.3779 1.6189 -1.6320  0.091
H4 -2.4019 0.4284 -5.4520  0.120
H5 -0.6245 0.7784 -3.4600  0.090
H6 -0.1126 -0.3006 4.3067  0.080
H7 -1.6170 -0.2296 3.3396  0.083
H8 1.9205 -0.5603 3.7712  0.099
H9 2.6580 -2.1668 3.9898  0.135
H10 4.1242 -0.7669 2.5740  0.130
H11 2.7609 -0.4287 1.4705  0.100
H12 2.8115 -3.8524 0.3695  0.129
H13 1.9648 -2.2948 0.1411  0.124
H14 0.5177 -3.7581 1.5066  0.126
H15 1.8621 -4.0569 2.6488  0.134
H16 0.3033 -0.1243 -1.6517  0.128
H17 1.0821 0.2207 -0.0914  0.090
H18 0.3136 2.3751 -2.1112  0.130
H19 1.7664 3.8183 -0.7238  0.083
H20 0.4364 3.1747 0.2328  0.070
H21 2.0494 2.4842 0.3980  0.071
H22 2.7466 2.4666 -2.6228  0.081
H23 3.0365 1.1044 -1.5416  0.082
H24 2.0925 0.8773 -3.0154  0.075

***

Below is a structure of composition C4H7NO, with properties calculated with ωB97M-V with the def2-TZVPD basis set.

## Properties
E_HOMO (spin up / spin down): -7.227 / -7.229 eV
ΔE to the lowest compared entry with this formula, charge and spin: 5.618 eV
E_tot: -286.42518 Ha
Frontier orbital gap (spin up / spin down): 7.2801 / 7.2821 eV

Last column: Löwdin charge in e.
Positions of all 13 atoms, in Å:
C1 -1.2979 0.6774 -1.1431  0.012
C2 -0.4850 -0.1804 -0.2176  -0.341
O1 -0.6749 -1.4193 0.0796  0.056
C3 0.6672 0.2291 0.5892  -0.503
C4 0.6164 -1.0827 1.3714  0.164
N1 1.7300 -0.0409 -0.3227  -0.004
H1 -2.0249 0.1395 -1.7573  0.088
H2 -0.6227 1.2358 -1.7998  0.091
H3 -1.8318 1.4291 -0.5384  0.097
H4 0.5912 1.1890 1.1283  0.134
H5 -0.0174 -1.2710 2.2307  0.097
H6 1.6027 -1.5962 1.4099  0.115
H7 1.7470 0.6907 -1.0301  -0.005

***

The evaluated maximum force for the records listed, in turn: 0.0216 0.0364 hartree/bohr.